Record 1
Below is an isolated molecule of CH5NO2S at a distorted geometry, with properties calculated with ωB97M-V/def2-TZVPD.

The geometry in XYZ format:
```
10
Properties=species:S:1:pos:R:3
C -0.488 -1.240 0.179
N 1.279 1.344 -0.466
O 1.865 -0.439 1.115
O 0.372 -1.007 -0.896
S 1.910 -0.215 -0.319
H -1.301 -0.552 0.292
H -0.081 -1.146 1.304
H -0.941 -2.160 0.216
H 1.190 1.737 -1.317
H 0.354 1.302 -0.014
```

Values from the calculation:
E_HOMO (alpha / beta) (eV): -5.462 / -10.222
Lowest unoccupied orbital energy (alpha / beta) (eV): 0.84 / -3.57
Charge: 0
2S+1: 3
Relative energy (zero: lowest compared OMol25 entry of this formula, charge and spin) (kJ/mol): 274.3

List of natural (NBO) charges in e, atom by atom: atom 1 (C): -0.34, atom 2 (N): -0.98, atom 3 (O): -0.78, atom 4 (O): -0.57, atom 5 (S): 1.33, atom 6 (H): 0.19, atom 7 (H): 0.21, atom 8 (H): 0.19, atom 9 (H): 0.38, atom 10 (H): 0.37

Record 2
Below is a cluster of 2 separate species, C5H12NO in total at a distorted geometry, with properties calculated with ωB97M-V/def2-TZVPD.

The geometry in XYZ format:
```
19
Properties=species:S:1:pos:R:3
C -1.043 -0.805 -0.383
C 1.562 -0.705 0.290
C -2.060 -0.576 0.551
C -1.373 -1.202 -1.810
C 1.610 1.668 1.084
N 1.957 0.683 0.064
O -1.909 0.001 1.800
H 0.162 -1.023 -0.211
H 2.052 -1.318 -0.453
H -3.120 -0.468 0.296
H -2.448 -1.021 -2.057
H -1.062 -2.312 -1.893
H -0.799 -0.720 -2.632
H 0.568 1.678 1.364
H 2.175 1.458 2.032
H 1.933 2.632 0.702
H 2.949 0.731 -0.061
H 1.601 1.100 -0.872
H -2.754 0.199 2.187
```

Values from the calculation:
E_HOMO (alpha / beta) (eV): -12.584 / -12.626
Lowest unoccupied orbital energy (alpha / beta) (eV): -5.71 / -5.63
Charge: +1
Relative energy (zero: lowest compared OMol25 entry of this formula, charge and spin) (kJ/mol): 646.5

List of natural (NBO) charges in e, atom by atom: atom 1 (C): -0.16, atom 2 (C): 0.01, atom 3 (C): 0.17, atom 4 (C): -0.66, atom 5 (C): -0.43, atom 6 (N): -0.61, atom 7 (O): -0.67, atom 8 (H): 0.15, atom 9 (H): 0.16, atom 10 (H): 0.21, atom 11 (H): 0.25, atom 12 (H): 0.23, atom 13 (H): 0.23, atom 14 (H): 0.26, atom 15 (H): 0.25, atom 16 (H): 0.23, atom 17 (H): 0.45, atom 18 (H): 0.45, atom 19 (H): 0.50

Record 3
Below is a cluster of 3 separate species, C29H31F3N2O5P in total at a distorted geometry, with properties calculated with ωB97M-V/def2-TZVPD.

The geometry in XYZ format:
```
71
Properties=species:S:1:pos:R:3
C 0.868 3.986 -3.274
C 1.007 3.647 -2.127
C 0.884 3.147 -0.706
C -0.576 2.579 -0.469
C -0.442 1.344 0.521
N -0.367 0.130 -0.289
C 0.743 -0.725 -0.348
P 2.396 -0.788 0.470
C 2.458 -2.499 1.254
C 2.569 0.342 1.927
C 1.486 0.146 3.078
C 0.364 -1.676 -1.273
C 1.152 -2.866 -1.832
O 1.226 -2.881 -3.271
C 1.697 -1.726 -3.805
F 0.708 -0.847 -4.103
F 2.246 -2.047 -4.994
F 2.656 -1.133 -3.093
N -0.937 -1.438 -1.719
C -1.702 -2.213 -2.703
C -2.994 -2.716 -2.095
C -3.825 -3.160 -1.346
C -1.344 -0.326 -1.082
C -2.719 0.304 -1.247
H 0.899 4.452 -4.249
H 1.628 2.332 -0.591
H 1.096 3.965 0.002
H -0.936 2.286 -1.464
H -1.199 3.381 -0.032
H 0.440 1.556 1.133
H -1.371 1.335 1.126
H 3.291 -2.508 1.987
H 1.480 -2.713 1.727
H 2.686 -3.286 0.518
H 2.680 1.410 1.649
H 3.537 0.071 2.401
H 0.751 0.970 3.102
H 2.007 0.186 4.055
H 0.990 -0.830 2.929
H 0.662 -3.787 -1.465
H 2.190 -2.864 -1.453
H -1.166 -3.101 -3.065
H -1.948 -1.523 -3.534
H -4.733 -3.477 -0.854
H -2.688 1.360 -1.565
H -3.374 -0.236 -1.945
H -3.190 0.300 -0.239
C 4.552 -1.134 6.391
C 4.461 -1.260 5.069
C 5.630 -1.021 4.191
O 5.547 -1.135 2.982
C 6.905 -0.639 4.839
C 6.999 -0.512 6.161
C 5.830 -0.750 7.041
O 5.912 -0.637 8.243
H 3.709 -1.304 7.048
H 3.537 -1.541 4.578
H 7.748 -0.470 4.180
H 7.923 -0.232 6.651
C -6.013 2.625 -3.962
C -5.450 1.493 -3.547
C -6.063 0.679 -2.471
O -5.546 -0.356 -2.089
C -7.326 1.171 -1.876
C -7.891 2.303 -2.290
C -7.279 3.119 -3.366
O -7.791 4.147 -3.745
H -5.580 3.233 -4.746
H -4.527 1.117 -3.972
H -7.758 0.561 -1.092
H -8.813 2.678 -1.865
```

Values from the calculation:
E_HOMO (eV): -11.170
Lowest unoccupied orbital energy (eV): -3.72
Charge: +1

List of Mulliken charges in e, atom by atom: atom 1 (C): 0.01, atom 2 (C): -0.91, atom 3 (C): 0.15, atom 4 (C): -0.83, atom 5 (C): -0.63, atom 6 (N): 0.45, atom 7 (C): 0.75, atom 8 (P): 0.14, atom 9 (C): -1.06, atom 10 (C): -0.12, atom 11 (C): -1.07, atom 12 (C): -0.45, atom 13 (C): -1.31, atom 14 (O): -0.35, atom 15 (C): 0.89, atom 16 (F): -0.25, atom 17 (F): -0.28, atom 18 (F): -0.23, atom 19 (N): 0.53, atom 20 (C): -0.39, atom 21 (C): -0.88, atom 22 (C): -0.03, atom 23 (C): 0.54, atom 24 (C): -1.14, atom 25 (H): 0.43, atom 26 (H): -0.02, atom 27 (H): 0.41, atom 28 (H): 0.34, atom 29 (H): 0.42, atom 30 (H): -0.06, atom 31 (H): 0.41, atom 32 (H): 0.28, atom 33 (H): 0.39, atom 34 (H): 0.35, atom 35 (H): 0.44, atom 36 (H): -0.01, atom 37 (H): 0.35, atom 38 (H): 0.37, atom 39 (H): 0.22, atom 40 (H): 0.34, atom 41 (H): 0.65, atom 42 (H): 0.61, atom 43 (H): 0.29, atom 44 (H): 0.44, atom 45 (H): 0.50, atom 46 (H): -0.02, atom 47 (H): 0.30, atom 48 (C): -0.42, atom 49 (C): -0.14, atom 50 (C): 0.46, atom 51 (O): -0.55, atom 52 (C): -0.51, atom 53 (C): -0.38, atom 54 (C): 0.26, atom 55 (O): -0.52, atom 56 (H): 0.43, atom 57 (H): 0.55, atom 58 (H): 0.43, atom 59 (H): 0.42, atom 60 (C): -0.47, atom 61 (C): -0.14, atom 62 (C): 0.50, atom 63 (O): -0.52, atom 64 (C): -0.41, atom 65 (C): -0.41, atom 66 (C): 0.28, atom 67 (O): -0.51, atom 68 (H): 0.42, atom 69 (H): 0.44, atom 70 (H): 0.43, atom 71 (H): 0.41

Record 4
Below is a structure of composition C4H7O2 at a distorted geometry, with properties calculated with ωB97M-V/def2-TZVPD.

The geometry in XYZ format:
```
13
Properties=species:S:1:pos:R:3
C 0.213 -0.735 0.817
C -1.428 0.267 -0.756
C -1.156 1.628 -0.197
C 1.462 -1.367 0.449
O -0.599 -0.722 1.677
O -0.076 0.064 -0.413
H -2.023 -0.466 -0.042
H -1.662 -0.025 -1.869
H -0.449 2.285 -0.781
H -1.487 1.868 0.893
H 1.828 -1.409 -0.606
H 2.277 -0.831 1.114
H 1.706 -2.378 0.701
```

Values from the calculation:
E_HOMO (eV): -16.481
Lowest unoccupied orbital energy (eV): -6.48
Charge: +1
Relative energy (zero: lowest compared OMol25 entry of this formula, charge and spin) (kJ/mol): 279.4

List of natural (NBO) charges in e, atom by atom: atom 1 (C): 0.83, atom 2 (C): -0.19, atom 3 (C): 0.10, atom 4 (C): -0.80, atom 5 (O): -0.46, atom 6 (O): -0.45, atom 7 (H): 0.26, atom 8 (H): 0.27, atom 9 (H): 0.26, atom 10 (H): 0.28, atom 11 (H): 0.29, atom 12 (H): 0.30, atom 13 (H): 0.30

Record 5
Below is the ion C34H31N2O4 with charge +1 at a distorted geometry, with properties calculated with ωB97M-V/def2-TZVPD.

The geometry in XYZ format:
```
71
Properties=species:S:1:pos:R:3
C 8.597 -0.040 -2.259
O 7.828 -0.418 -1.107
C 6.478 -0.271 -1.100
C 5.800 -0.601 0.093
C 4.446 -0.417 0.203
C 3.696 0.164 -0.861
C 2.270 0.476 -0.783
C 1.486 0.210 0.306
C 0.028 0.382 0.479
C -0.334 0.967 1.893
C -1.315 0.083 2.697
C -0.941 -1.285 3.090
C 0.049 -2.059 2.422
C 0.280 -3.396 2.753
C -0.394 -4.006 3.828
C -1.294 -3.231 4.572
C -1.480 -1.881 4.287
N -2.568 0.508 2.911
C -2.879 1.922 3.078
C -4.398 1.965 3.380
C -4.946 0.581 3.143
C -3.723 -0.365 3.099
C 0.915 1.296 2.755
C 1.260 0.542 3.891
C 2.602 0.491 4.278
C 3.541 1.188 3.519
N 4.858 0.661 3.429
O 5.647 1.258 2.657
O 5.156 -0.371 4.069
C 3.112 2.285 2.732
C 1.809 2.271 2.244
C -0.417 1.017 -0.857
C -1.778 1.015 -1.179
C -2.247 1.181 -2.481
C -1.361 1.460 -3.536
C 0.005 1.551 -3.248
C 0.442 1.324 -1.929
O 1.812 1.286 -1.761
C 4.363 0.427 -2.050
C 5.721 0.213 -2.207
H 9.612 -0.284 -1.953
H 8.313 -0.627 -3.147
H 8.505 1.032 -2.476
H 6.377 -0.974 0.927
H 3.913 -0.734 1.085
H 2.031 -0.132 1.163
H -0.609 -0.546 0.584
H -0.823 1.857 1.504
H 0.609 -1.610 1.595
H 1.055 -3.932 2.218
H -0.199 -5.047 4.069
H -1.801 -3.670 5.434
H -2.070 -1.270 4.985
H -2.326 2.359 3.935
H -2.672 2.539 2.182
H -4.552 2.249 4.413
H -4.939 2.689 2.779
H -5.618 0.219 3.913
H -5.490 0.466 2.215
H -3.788 -1.156 2.339
H -3.666 -0.878 4.070
H 0.542 -0.100 4.388
H 2.899 -0.213 5.039
H 3.909 2.922 2.352
H 1.532 2.980 1.441
H -2.464 0.898 -0.344
H -3.316 1.119 -2.680
H -1.751 1.499 -4.556
H 0.678 1.731 -4.083
H 3.844 0.788 -2.930
H 6.213 0.436 -3.158
```

Values from the calculation:
E_HOMO (eV): -9.896
Lowest unoccupied orbital energy (eV): -4.59
Charge: +1
Relative energy (zero: lowest compared OMol25 entry of this formula, charge and spin) (kJ/mol): 198.5

List of Mulliken charges in e, atom by atom: atom 1 (C): -0.87, atom 2 (O): -0.43, atom 3 (C): 0.71, atom 4 (C): -0.72, atom 5 (C): -0.29, atom 6 (C): -0.28, atom 7 (C): 0.98, atom 8 (C): -1.28, atom 9 (C): 1.22, atom 10 (C): 1.77, atom 11 (C): -0.42, atom 12 (C): -0.06, atom 13 (C): 0.63, atom 14 (C): -1.16, atom 15 (C): -0.42, atom 16 (C): -1.12, atom 17 (C): -0.58, atom 18 (N): 0.47, atom 19 (C): -0.40, atom 20 (C): -0.65, atom 21 (C): -0.68, atom 22 (C): -0.50, atom 23 (C): -0.66, atom 24 (C): -0.10, atom 25 (C): -0.76, atom 26 (C): -0.19, atom 27 (N): 1.03, atom 28 (O): -0.54, atom 29 (O): -0.59, atom 30 (C): -0.71, atom 31 (C): -0.14, atom 32 (C): -0.25, atom 33 (C): -1.09, atom 34 (C): -0.81, atom 35 (C): -0.52, atom 36 (C): -0.77, atom 37 (C): 0.65, atom 38 (O): -0.61, atom 39 (C): -0.88, atom 40 (C): -0.49, atom 41 (H): 0.26, atom 42 (H): 0.34, atom 43 (H): 0.35, atom 44 (H): 0.43, atom 45 (H): 0.72, atom 46 (H): -0.19, atom 47 (H): 0.82, atom 48 (H): 0.62, atom 49 (H): 0.27, atom 50 (H): 0.49, atom 51 (H): 0.43, atom 52 (H): 0.41, atom 53 (H): 0.71, atom 54 (H): 0.27, atom 55 (H): 0.32, atom 56 (H): 0.35, atom 57 (H): 0.32, atom 58 (H): 0.37, atom 59 (H): 0.34, atom 60 (H): 0.35, atom 61 (H): 0.27, atom 62 (H): 0.59, atom 63 (H): 0.51, atom 64 (H): 0.45, atom 65 (H): 0.41, atom 66 (H): 0.26, atom 67 (H): 0.39, atom 68 (H): 0.38, atom 69 (H): 0.45, atom 70 (H): 0.42, atom 71 (H): 0.38

Record 6
Below is a structure of composition C6H5O7P at a distorted geometry, with properties calculated with ωB97M-V/def2-TZVPD.

The geometry in XYZ format:
```
19
Properties=species:S:1:pos:R:3
C 2.132 0.971 -0.322
C 1.546 -0.213 -0.264
C 1.213 2.113 0.003
C -0.299 0.353 0.050
C -1.240 -0.543 -0.027
C -2.656 -0.173 0.026
O 1.471 3.255 0.178
O 1.400 -3.907 0.369
O 1.899 -1.486 -0.350
O -0.111 1.670 0.127
O 3.445 1.211 -0.512
O -0.736 -1.865 -0.266
O -2.832 1.155 0.398
P 1.120 -2.576 0.759
H -3.403 -0.782 0.608
H -3.117 -0.361 -1.014
H 3.554 2.105 -0.076
H -1.535 -2.371 -0.228
H -1.853 1.446 0.541
```

Values from the calculation:
E_HOMO (eV): -9.490
Lowest unoccupied orbital energy (eV): -0.13
Charge: 0
Relative energy (zero: lowest compared OMol25 entry of this formula, charge and spin) (kJ/mol): 212.3

List of natural (NBO) charges in e, atom by atom: atom 1 (C): 0.04, atom 2 (C): 0.34, atom 3 (C): 0.76, atom 4 (C): 0.23, atom 5 (C): 0.14, atom 6 (C): -0.12, atom 7 (O): -0.52, atom 8 (O): -1.03, atom 9 (O): -0.77, atom 10 (O): -0.52, atom 11 (O): -0.64, atom 12 (O): -0.69, atom 13 (O): -0.68, atom 14 (P): 1.60, atom 15 (H): 0.19, atom 16 (H): 0.18, atom 17 (H): 0.50, atom 18 (H): 0.51, atom 19 (H): 0.48

Number 1: molar mass 95.12 g mol⁻¹. Number 2: molar mass 102.16 g mol⁻¹. Number 3: molar mass 575.54 g mol⁻¹. Number 4: molar mass 87.10 g mol⁻¹. Number 5: molar mass 531.63 g mol⁻¹. Number 6: molar mass 220.07 g mol⁻¹.